--- 1 ---
C2H3NO3 | the ωB97M-V functional and the def2-TZVPD basis

XYZ file:
```
9
C2H3NO3 (the ωB97M-V functional and the def2-TZVPD basis)
O 0.733 0.146 1.250
O 0.689 1.159 -0.769
O 0.583 -1.104 -0.626
N -2.530 0.057 0.294
C -1.283 0.123 0.187
C 0.206 0.090 -0.011
H -0.035 -0.154 1.807
H 1.687 1.092 -0.821
H -0.050 -1.409 -1.310
```

As for the HOMO energy: -0.4250 Ha. As for the SMILES: N#CC(O)(O)O.

Results of the natural (NBO) charge analysis, in e, for atoms 1 through 2: -0.662, -0.696

---

--- 2 ---
C2H3NO3 | the ωB97M-V functional and the def2-TZVPD basis

XYZ file:
```
9
C2H3NO3 (the ωB97M-V functional and the def2-TZVPD basis)
O 1.917 1.133 1.322
O -1.016 0.185 -0.533
O 0.027 -1.638 -1.375
N 0.378 0.810 -0.092
C 0.662 0.885 1.196
C -0.980 -1.101 -1.076
H -0.003 1.049 1.963
H -1.927 -1.469 -0.909
H 0.942 0.146 -0.496
```

As for the HOMO energy: -0.3977 Ha. As for the SMILES: O=CNOC=O.

Results of the natural (NBO) charge analysis, in e, for atoms 1 through 2: -0.551, -0.436

---

The structure with the least stability is 2.

---

--- 1 ---
H80O40 | the ωB97M-V functional and the def2-TZVPD basis

XYZ file:
```
120
H80O40 (the ωB97M-V functional and the def2-TZVPD basis)
O -4.906 0.655 2.198
O -1.550 6.336 -2.312
O -3.925 -2.877 -2.126
O 2.695 -4.848 -1.771
O 4.447 -2.389 -2.150
O -3.543 -2.011 -4.986
O 2.195 -0.973 0.857
O -1.789 1.897 4.758
O -0.762 -0.783 2.083
O 2.414 -3.333 1.167
O 2.727 -0.385 3.762
O 0.817 1.558 -5.530
O -2.370 -1.059 0.154
O 1.114 -2.639 -4.390
O 0.852 0.041 -1.456
O 3.960 2.937 2.768
O 1.306 0.009 6.712
O -2.068 1.415 1.557
O -2.315 2.283 -3.862
O -1.830 -0.489 -3.048
O 2.908 1.735 0.641
O 2.290 -2.795 4.502
O -0.480 -2.681 4.178
O -0.583 4.031 4.586
O -5.220 -0.025 -3.762
O -3.008 -4.872 0.921
O 2.425 -0.658 -3.565
O 0.135 4.886 -4.180
O 0.131 5.349 1.746
O 6.680 -1.677 -0.797
O -5.043 -1.222 4.133
O -4.352 3.416 1.463
O -1.215 -3.031 -3.348
O -3.068 3.661 -1.323
O 1.484 4.204 -1.793
O -0.218 2.054 -0.662
O 1.183 -2.563 -1.130
O 4.097 0.114 -1.257
O -0.691 -3.784 1.680
O 5.564 -0.617 2.807
H 0.581 3.959 -2.296
H -0.636 -2.417 -2.847
H 3.042 2.514 1.127
H 4.565 2.217 2.813
H 0.490 -2.673 -5.127
H 1.928 -1.407 -3.955
H -1.400 -0.359 -3.914
H -4.916 3.782 2.316
H -1.013 -3.181 2.393
H -2.761 3.203 -2.101
H 2.726 -1.922 4.921
H 0.773 1.163 -4.622
H 1.441 -0.500 0.499
H 2.503 2.233 -0.124
H -1.273 2.874 4.656
H 0.375 -0.671 -1.959
H 6.476 -0.701 -0.687
H -1.756 -1.143 1.935
H -1.186 2.211 -0.461
H -1.207 4.818 4.770
H 0.084 0.649 -1.372
H -2.428 1.337 -3.685
H 3.080 2.578 2.819
H -4.723 0.738 -3.357
H 3.488 -0.664 -1.300
H -5.151 1.286 2.842
H -0.774 4.530 -4.329
H 3.930 0.755 -0.679
H 0.748 4.619 1.861
H 2.987 -0.963 0.339
H 1.735 -0.738 6.274
H -4.613 -0.775 -3.479
H 1.839 0.764 6.464
H 0.346 5.876 0.964
H -2.124 2.369 -4.787
H -0.545 -1.500 1.462
H 5.404 -1.203 2.026
H -2.186 1.378 2.525
H -2.089 -5.030 1.148
H 2.218 -0.330 2.898
H 2.872 -3.828 -1.742
H -0.737 -1.759 3.887
H -3.708 -2.976 -4.773
H 1.962 -0.471 -2.780
H -2.333 5.925 -1.988
H 6.558 -2.336 -0.101
H -2.851 -0.295 0.322
H -1.766 1.577 5.614
H 1.172 5.194 -1.875
H 0.253 2.891 -0.716
H 3.671 -0.297 3.466
H -5.003 -0.788 3.224
H -1.224 -3.917 -2.936
H 1.402 -3.556 -4.410
H -3.454 3.766 1.505
H -0.975 5.765 -2.802
H 5.831 -1.336 3.366
H 0.892 -3.380 -0.827
H 0.688 4.042 -4.418
H 0.531 -2.130 -1.671
H -4.171 -3.270 -1.278
H -4.620 -2.601 -2.720
H -0.300 3.806 5.495
H -3.496 -4.797 1.703
H -0.872 -3.045 4.934
H -2.318 -1.288 -3.235
H 1.901 -2.496 1.099
H 3.948 -2.214 -2.973
H -2.460 -1.992 0.135
H 1.817 1.316 -5.618
H 2.825 -3.362 2.106
H 5.224 -1.853 -2.161
H -3.474 3.402 -0.553
H -5.261 -2.107 3.874
H 3.566 -5.103 -1.351
H 0.147 -4.259 2.240
H -1.291 0.710 1.538
H -2.626 -2.048 -4.596
H 1.429 -2.318 4.284
H -4.218 0.876 1.535
```

As for the HOMO energy: -0.3704 Ha.

Results of the Mulliken charge analysis, in e, for atoms 1 through 2: -0.698, -0.647

---

--- 2 ---
H80O40 | the ωB97M-V functional and the def2-TZVPD basis

XYZ file:
```
120
H80O40 (the ωB97M-V functional and the def2-TZVPD basis)
O 2.263 2.803 -4.184
O -1.055 -3.117 -2.371
O -3.479 2.110 -1.196
O -0.864 3.532 -2.464
O 3.336 -3.748 -3.090
O 4.017 3.198 -1.933
O -2.250 5.797 -0.221
O -4.502 2.716 -3.659
O -3.849 3.601 3.159
O 4.322 -1.028 -3.183
O -5.222 3.636 0.312
O -0.976 -3.661 3.451
O -1.657 2.524 4.160
O 3.689 0.931 3.840
O -4.452 0.340 0.404
O -2.084 -0.886 -1.529
O 0.210 -0.765 0.427
O -0.365 1.131 -1.076
O -6.460 -0.050 -2.334
O -4.594 -2.231 -1.747
O 2.758 -3.648 2.498
O 0.709 -3.071 -0.373
O 2.945 -1.021 2.397
O 2.619 -0.781 -1.342
O -1.927 -0.462 -4.169
O 2.841 5.136 -0.162
O 0.042 -5.388 1.345
O -3.279 0.920 2.479
O 2.192 -6.447 -0.955
O 1.015 3.195 -0.590
O 3.832 3.448 1.798
O 5.364 -2.371 -0.909
O 1.811 5.387 2.723
O -0.208 -0.946 2.574
O 0.575 2.237 2.504
O -4.168 -4.441 -0.279
O 1.007 -1.925 -4.733
O -2.659 -2.013 1.300
O 1.786 -2.657 4.818
O 5.629 -0.603 1.145
H -1.424 5.716 -0.408
H 2.370 -5.950 -0.158
H 1.988 3.146 -0.702
H 3.586 3.843 -2.304
H -3.725 2.209 -0.235
H -4.121 -2.978 -1.558
H 0.259 1.659 -0.569
H 2.442 -0.072 -2.016
H 2.548 -3.640 3.444
H -0.928 -4.244 2.732
H 2.161 -3.083 5.538
H -0.095 2.727 2.962
H -5.431 3.293 1.223
H 1.091 -2.170 -0.238
H -2.589 1.837 -1.077
H 3.417 -1.273 -3.659
H 0.553 -5.113 2.221
H 2.953 1.016 3.310
H -0.355 -2.978 3.089
H -5.107 0.409 -0.117
H -4.502 2.169 -2.996
H -1.550 -1.279 -4.504
H 2.463 3.281 -4.953
H -3.069 -1.335 0.782
H -3.928 1.462 1.972
H 1.265 -6.662 -0.894
H -3.071 3.168 3.581
H 2.913 -1.152 3.396
H 1.366 2.900 -3.905
H -3.679 -5.019 0.277
H 4.222 2.338 -2.356
H 2.792 6.048 -0.506
H -1.553 2.199 5.086
H 0.283 -2.546 -4.799
H -2.149 -2.548 0.679
H 0.780 2.931 0.237
H 4.827 -1.211 -4.103
H 1.496 5.458 1.927
H -1.507 -2.467 -2.952
H -6.009 -0.866 -2.402
H 2.350 -4.269 2.021
H 2.701 -1.812 2.035
H 5.541 -0.983 0.270
H 3.586 -1.012 -1.302
H -4.277 -1.693 -1.019
H -2.597 0.528 1.707
H -1.773 -3.559 -2.064
H 3.598 5.343 0.416
H 6.129 -2.330 -1.324
H 4.516 0.585 3.487
H 4.791 -0.815 1.614
H 1.419 -1.960 -3.958
H -1.650 0.094 -1.552
H -0.210 2.961 -1.996
H 2.814 5.245 2.655
H 0.326 0.658 -1.676
H -1.138 -0.672 2.679
H -3.602 3.014 -3.972
H 0.848 -2.902 4.632
H 0.956 -0.349 0.830
H -4.432 3.725 3.863
H 5.548 -3.195 -0.215
H -2.808 5.258 -0.857
H -5.870 0.630 -2.090
H 3.593 -3.099 -2.432
H -1.533 2.886 -2.547
H 3.020 -4.555 -2.643
H -2.402 1.754 4.006
H -1.366 -1.180 -1.139
H 0.338 -4.940 0.646
H 0.137 -0.745 3.402
H 4.207 2.835 2.481
H -0.001 -3.066 -0.932
H -0.384 -0.084 0.446
H 4.092 3.112 0.929
H -5.243 4.547 0.545
H -2.839 -0.577 -4.130
H 1.135 2.986 2.058
H -4.362 -0.472 1.101
H -5.055 -4.495 0.149
```

As for the HOMO energy: -0.3765 Ha.

Results of the Mulliken charge analysis, in e, for atoms 1 through 2: -0.553, -0.646

---

--- 3 ---
H80O40 | the ωB97M-V functional and the def2-TZVPD basis

XYZ file:
```
120
H80O40 (the ωB97M-V functional and the def2-TZVPD basis)
O 1.679 2.053 -1.113
O 2.647 -1.085 0.664
O -5.964 -2.405 -1.927
O 1.422 -1.696 4.697
O 1.078 0.199 2.680
O 1.030 5.527 -0.596
O -3.421 -0.392 -3.629
O -3.858 -2.822 4.206
O -4.360 -2.439 0.021
O -2.042 -1.564 1.706
O -2.092 5.667 0.973
O 4.257 -1.557 3.111
O -2.313 -4.125 0.585
O 3.053 -3.870 2.580
O 1.042 1.474 -4.296
O 3.643 -4.613 0.085
O -2.439 0.017 5.141
O 4.292 1.340 -1.166
O -2.459 4.766 4.041
O -1.338 2.309 -3.861
O -3.782 5.077 -1.481
O 0.232 -3.301 -2.500
O -0.920 -0.535 -1.381
O -3.832 3.712 -4.410
O -1.318 1.964 2.929
O 4.142 1.024 -4.649
O 0.274 3.221 1.253
O 1.509 -6.961 0.323
O 0.982 2.894 3.928
O 4.625 1.180 1.452
O -5.545 0.219 -0.370
O 5.640 -0.683 -2.383
O -1.275 2.119 -1.001
O -2.631 -3.811 -2.992
O 0.684 -3.325 3.562
O 4.185 -2.715 -1.589
O 0.739 -4.546 0.001
O 1.821 -1.267 -2.137
O 2.558 4.803 -2.990
O -4.193 2.485 -0.181
H 0.879 -2.438 3.716
H -3.888 -1.633 0.289
H 0.711 2.173 -1.048
H -1.637 1.488 2.148
H 0.826 3.839 3.965
H -1.495 0.204 -1.109
H -3.322 -3.582 3.957
H -2.984 5.342 1.119
H -5.333 -2.759 -2.575
H -3.320 4.361 4.005
H -4.598 0.340 -0.531
H -5.928 -0.390 -1.059
H 1.234 -6.907 -0.598
H 0.622 -2.410 -2.630
H 4.039 0.714 -5.546
H -2.986 -0.549 4.541
H 5.621 0.257 -2.145
H -0.181 2.844 2.033
H 3.420 -3.850 1.663
H -4.126 -2.403 3.389
H 1.611 5.826 0.103
H -3.776 -1.238 -3.342
H -2.393 -3.017 -3.456
H 2.259 -1.295 4.423
H 0.606 -3.851 0.678
H 4.048 -0.621 3.261
H -3.317 4.232 -1.455
H -2.064 -3.879 -2.212
H -0.631 2.807 -3.438
H -1.404 -4.054 0.290
H -4.788 3.070 0.264
H 6.546 -0.970 -2.219
H -2.549 -3.443 1.214
H -4.869 1.886 -0.567
H -3.210 -0.342 5.672
H 0.947 3.841 1.542
H -1.204 -0.934 -2.212
H 4.397 -1.781 -1.447
H 5.059 0.824 -4.426
H 4.127 1.573 -2.089
H 4.429 -1.745 4.049
H 3.304 -1.551 1.217
H 3.148 -2.981 2.928
H -1.891 3.986 4.036
H 0.557 -3.676 -1.666
H 3.282 4.589 -2.379
H 1.959 -6.119 0.400
H -2.009 2.199 -1.617
H -3.518 2.973 -4.947
H 0.875 -1.191 4.072
H 1.154 2.744 4.869
H 3.513 -5.552 0.037
H 2.344 -1.875 0.159
H -1.237 2.319 -4.809
H 1.114 -0.703 -1.730
H 1.300 -4.019 3.805
H 4.113 0.609 0.856
H -0.919 1.249 3.401
H 1.717 0.528 3.329
H 3.824 -2.797 -2.447
H 2.007 5.326 -2.384
H -1.543 -2.362 1.895
H -1.311 -0.969 1.501
H 1.794 1.751 -4.826
H -1.697 5.658 1.849
H 1.319 1.637 -3.381
H 3.491 1.318 -0.632
H -5.296 -1.881 -1.483
H -3.013 3.859 -3.913
H 1.812 1.621 -0.252
H 4.044 -3.940 -0.532
H -3.098 5.721 -1.266
H 1.551 0.240 1.837
H 1.715 -0.799 -2.993
H -1.444 2.374 -0.103
H 0.471 -5.257 0.581
H 0.228 6.017 -0.367
H 4.971 1.733 0.780
H -5.274 -2.280 0.296
H -2.483 -0.373 -3.623
```

As for the HOMO energy: -0.3616 Ha.

Results of the Mulliken charge analysis, in e, for atoms 1 through 2: 0.297, 0.731

---

--- 4 ---
H80O40 | the ωB97M-V functional and the def2-TZVPD basis

XYZ file:
```
120
H80O40 (the ωB97M-V functional and the def2-TZVPD basis)
O 3.238 -2.664 0.105
O 0.573 1.486 3.800
O 4.006 -3.582 3.157
O 1.643 3.945 2.191
O -4.159 -1.926 1.897
O -0.551 5.294 -0.799
O 2.747 0.806 -0.219
O -0.110 -1.026 -3.299
O 1.075 -4.689 2.892
O 4.915 -1.329 -1.554
O 4.499 3.272 -2.164
O -4.679 3.864 2.018
O -2.903 -1.173 -4.649
O 1.985 -1.511 5.284
O 3.459 2.347 -4.378
O 3.500 -4.336 -1.881
O 3.893 -0.842 3.551
O -1.549 -0.250 1.902
O -2.603 0.863 -2.904
O -0.182 2.055 -4.261
O -2.121 0.981 -0.329
O -2.441 3.219 0.932
O 0.734 -1.593 2.658
O 0.967 -4.071 -3.732
O -4.285 1.028 2.259
O -4.772 4.142 -0.803
O -2.489 2.982 4.965
O 4.172 4.996 1.488
O -1.706 -2.871 2.214
O -0.419 2.531 -1.899
O 4.978 0.520 1.310
O -3.526 3.393 -3.228
O -2.877 -2.485 -1.419
O -3.251 -0.203 5.244
O 0.143 -2.885 -1.208
O 2.351 3.409 -0.747
O 0.918 -5.455 0.123
O -3.101 -4.326 -3.420
O 2.299 -0.179 -5.044
O -4.415 -3.932 0.033
H 4.792 -0.365 1.165
H -3.564 -1.231 2.088
H 1.006 -3.876 2.960
H 3.683 0.486 -0.539
H 3.699 -1.829 0.476
H 4.157 -1.908 -1.733
H 3.965 -2.814 2.634
H -5.212 4.487 -1.567
H 4.448 4.583 2.240
H 2.494 2.523 -0.368
H -3.907 -1.034 -4.816
H 1.527 -0.449 -5.769
H -4.709 -3.095 0.406
H -2.886 0.630 4.849
H -0.587 2.980 -4.687
H 0.662 -1.418 -3.628
H 0.288 5.152 -0.830
H -0.925 0.420 2.288
H -2.424 0.334 -1.995
H 4.508 -0.363 3.116
H -4.209 3.673 -2.626
H -2.105 -2.917 2.995
H -4.349 -2.713 2.341
H -2.578 2.559 4.171
H 1.561 -4.827 0.639
H -0.462 -2.435 -1.785
H 3.521 -3.203 0.705
H -4.086 -0.395 4.763
H 0.240 1.675 4.667
H -2.819 -4.997 -2.802
H 4.047 1.531 -4.658
H 5.085 2.465 -2.089
H 0.259 -4.821 2.681
H -2.346 4.125 0.709
H 1.915 0.626 -4.771
H -2.353 -2.572 1.511
H 2.513 3.330 -1.777
H 3.457 -5.252 -1.839
H 2.744 0.676 0.900
H -3.311 -2.200 -0.641
H -3.971 1.854 1.842
H 3.221 5.191 1.440
H 5.597 0.843 0.711
H -4.011 3.632 -1.206
H 5.028 4.060 -1.953
H -1.564 0.170 1.110
H 1.020 -2.537 -0.861
H -1.001 6.081 -0.989
H 0.321 -4.778 -0.312
H -3.251 3.536 5.163
H -5.056 3.674 1.123
H -0.098 3.233 -1.560
H -3.793 -4.072 -2.841
H 1.255 0.801 3.818
H -0.796 1.408 -3.956
H 1.191 3.919 1.547
H -1.736 3.120 1.468
H -5.046 0.645 1.825
H -0.053 2.110 -2.703
H 1.663 -3.939 -3.174
H 2.137 -2.418 4.712
H -2.353 -0.102 -3.365
H -0.426 -0.482 -4.073
H -3.240 2.574 -2.879
H 0.820 -4.979 -3.977
H -3.819 4.072 1.962
H 1.030 -1.312 5.191
H 0.243 -2.302 2.925
H -3.796 -3.799 -0.554
H -2.800 -1.854 -3.934
H 0.219 -1.273 1.947
H -2.761 1.441 -0.025
H 5.656 -1.627 -2.212
H 4.067 2.958 -3.736
H -1.467 1.446 -1.064
H -1.873 -2.645 -1.263
H 4.078 -0.536 4.474
H 1.643 3.337 2.873
H 3.589 -3.434 3.944
H 2.736 -3.972 -1.497
```

As for the HOMO energy: -0.3764 Ha.

Results of the Mulliken charge analysis, in e, for atoms 1 through 2: 0.088, -0.585

---

The structure with the least stability is 4.